1.
The following is a quantum chemistry calculation of a molecular structure, C28H38AsNOS5Zr at a distorted geometry, from the Open Molecules 2025 dataset.

The LUMO energy comes out at -6.4707 eV. The orbital gap is 5.913 eV. For the energy relative to the best compared isomer or geometry (same formula, charge and spin), the calculation gives 2.398 eV.

```
! RIJCOSX wB97M-V def2-TZVPD def2/J DEFGRID3
* xyz 2 1
Zr -0.1450 0.2255 0.1816
As -0.3854 2.1157 2.4209
S 0.5963 -2.2640 -0.4132
S -1.6750 -0.4834 -1.6920
S -0.9301 -1.2184 2.2617
S -1.0642 2.5046 -2.0489
S 1.5633 0.7034 -1.7604
O -0.8418 2.1494 -0.5096
N 1.8815 -0.2233 1.1838
C 4.2609 -0.3129 1.1063
C -0.9583 -5.5853 1.2269
C -0.4471 -0.9081 -2.9237
C -0.2620 -3.3355 0.6742
C 0.6202 -0.9774 3.1964
C -0.8537 -1.7557 -3.9518
C 3.0026 -0.1249 -1.0243
C -1.7235 1.6508 3.7521
C 1.9086 -0.6744 2.4516
C -3.3695 4.0601 -1.4032
C -0.2935 -4.7056 0.3925
C 4.2962 -0.6758 2.4420
C 1.3186 -1.6695 -4.9898
C -1.6207 -3.7940 2.6638
C 1.7461 -0.8076 -3.9961
C -0.9303 -2.9180 1.8211
C -0.9323 3.9314 2.1215
C 1.5875 4.4148 -0.5947
C 3.0382 -0.1490 0.4885
C -3.8388 3.5590 -0.0412
C 0.2458 4.8857 -1.1403
C -0.2180 4.0718 -2.3400
C 3.1051 -0.9078 3.1037
C -1.6288 -5.1413 2.3660
C 0.0127 -2.1365 -4.9640
C 1.1743 2.4780 3.5029
C 0.8765 -0.4426 -2.9756
C -2.7780 2.9502 -2.2638
H -1.4773 0.7462 4.3017
H -2.1564 -5.8367 3.0031
H -0.1422 4.4767 1.6195
H 1.6870 1.5805 3.8276
H -0.5194 4.8935 -0.3691
H -3.0609 2.9851 0.4636
H 1.9391 5.0595 0.2114
H -1.8506 3.9778 1.5458
H -0.9133 4.6251 -2.9738
H 0.8475 3.0514 4.3692
H -4.1319 4.3849 0.6058
H 1.5346 3.3920 -0.2100
H 2.7539 -0.4107 -4.0231
H 5.1719 -0.2128 0.5320
H 3.8988 0.3467 -1.4208
H 1.8654 3.0805 2.9141
H 0.4194 -0.2045 3.9370
H 2.9645 -1.1608 -1.3704
H -2.6832 1.5068 3.2585
H 2.3517 4.4371 -1.3737
H 5.2426 -0.8310 2.9434
H -1.0945 4.3482 3.1142
H -2.6769 4.8983 -1.3074
H 0.7479 -1.9093 3.7475
H 0.2070 -5.0703 -0.4947
H -0.9653 -6.6391 0.9807
H 1.9938 -1.9565 -5.7838
H -3.3128 2.0055 -2.1422
H 3.0972 -1.2756 4.1215
H -1.7971 2.4870 4.4458
H 0.3406 5.9162 -1.4881
H -4.7054 2.9061 -0.1523
H -2.7792 3.1801 -3.3352
H -0.3367 -2.8046 -5.7398
H 0.6342 3.7955 -2.9634
H -4.2242 4.4529 -1.9572
H -2.1479 -3.4184 3.5317
H -1.8667 -2.1364 -3.9396
*
```

---

2.
The following is a quantum chemistry calculation of 2 unconnected molecules or ions with the total composition C4H7BrN at a distorted geometry, from the Open Molecules 2025 dataset.

The LUMO energy comes out at -5.3582 eV. The orbital gap is 8.077 eV. For the energy relative to the best compared isomer or geometry (same formula, charge and spin), the calculation gives 2.292 eV.

```
! RIJCOSX wB97M-V def2-TZVPD def2/J DEFGRID3
* xyz 1 1
Br 1.2280 2.2487 -3.1625
N -0.0275 -0.2440 0.9042
C 0.0533 -0.6166 2.1275
C 1.3893 -0.4869 -2.0039
C -1.2633 0.3987 0.3027
C 1.2480 0.5939 -2.4971
H 1.4357 -1.4616 -1.6241
H 0.8352 -1.2878 2.5412
H -0.7802 -0.2557 2.6466
H -1.1786 1.4624 0.1994
H -1.3535 0.0731 -0.6354
H -2.1737 0.2549 0.9791
H 0.5872 -0.6791 0.2221
*
```

---

3.
The following is a quantum chemistry calculation of a gas-phase ion, C9H14NO3 (charge +1), from the Open Molecules 2025 dataset.

The LUMO energy comes out at -4.5762 eV. As for the SMILES: OCCOCOCc1ccc[nH+]c1. The orbital gap is 8.562 eV. For the energy relative to the best compared isomer or geometry (same formula, charge and spin), the calculation gives 0.904 eV.

```
! RIJCOSX wB97M-V def2-TZVPD def2/J DEFGRID3
* xyz 1 1
O 1.0514 1.7145 -0.1756
O 3.0300 -1.0551 0.4130
O -0.5428 1.9751 1.4548
N -2.0742 -1.3777 -1.5345
C -1.9630 -2.3741 -0.6459
C 0.7346 1.4780 1.1696
C 1.7960 0.6720 -0.7734
C -1.5488 -0.7565 1.0533
C 3.0946 0.2991 -0.0525
C -1.6545 0.2626 0.1146
C -1.6976 -2.0818 0.6790
C -1.5095 1.7201 0.4658
C -1.9236 -0.0868 -1.2004
H -2.2751 -1.6113 -2.4987
H -2.0187 0.6572 -1.9722
H -2.0766 -3.3877 -0.9864
H 1.4197 2.0099 1.8246
H 3.9519 0.4076 -0.7092
H -1.3559 -0.4765 2.0768
H 0.8125 0.4104 1.4044
H 3.2764 0.9344 0.8092
H 1.2102 -0.2474 -0.8640
H 3.6118 -1.5956 -0.1222
H 2.0258 1.0049 -1.7808
H -1.3000 2.3037 -0.4271
H -2.4631 2.0608 0.8626
H -1.6113 -2.8601 1.4151
*
```

---

4.
The following is a quantum chemistry calculation of a molecular structure, C27H30BrGeN4O2S4SbW, from the Open Molecules 2025 dataset.

The LUMO energy (alpha / beta) comes out at -1.6528 / -1.6531 eV. The orbital gap (alpha / beta) is 5.871 / 5.871 eV. For the energy relative to the best compared isomer or geometry (same formula, charge and spin), the calculation gives 0.000 eV.

```
! RIJCOSX wB97M-V def2-TZVPD def2/J DEFGRID3
* xyz 0 1
W 0.0079 -1.6541 -0.1935
Sb -2.0981 -2.3889 1.5687
Br 3.3598 3.8940 6.7542
Ge 0.1607 0.8349 -2.5514
S 1.1537 -2.2475 1.4786
S -1.7840 -2.2067 3.7872
S -3.4209 -3.9793 0.6577
S -1.9389 -0.3194 0.4381
O 0.0108 0.4070 3.1866
O 0.7336 -0.5186 5.5644
N -1.0778 -2.8259 -1.7222
N 0.9796 4.1529 1.7915
N -0.6341 2.6087 1.7683
N 1.5466 -2.5003 -1.6197
C -2.3931 -2.8304 -1.8717
C 1.0829 -1.0434 6.8312
C 0.9911 -0.3213 -3.9248
C 0.1274 4.3960 0.7314
C 1.1326 0.7455 5.2739
C 0.6884 1.2191 4.0291
C 1.9169 1.5437 6.0852
C -0.8529 5.4302 -1.1768
C 1.0184 2.5065 3.6237
C -1.9032 3.4392 -0.2595
C 0.1459 5.4150 -0.2220
C 0.9204 2.6170 -2.7553
C 1.2724 -5.5173 -3.8455
C -0.3353 -3.7259 -2.4558
C 1.8282 3.3087 4.4359
C -1.8642 4.4557 -1.1957
C -2.3398 -4.6620 -3.4108
C -3.0555 -3.7246 -2.7398
C 2.2626 2.8177 5.6413
C -0.0890 -5.5997 -3.9647
C 1.8592 -4.5001 -3.0697
C 1.0612 -3.6212 -2.3937
C -1.7557 0.8200 -2.9183
C -0.8901 3.4294 0.6962
C 0.4995 3.0822 2.3719
C 0.6624 0.2710 -0.7083
C -0.9247 -4.6898 -3.2843
H 1.9080 -6.2187 -4.3677
H 0.6642 3.0288 -3.7326
H 2.3349 -2.7583 -1.0348
H 0.8217 0.1458 -4.8966
H -1.9260 1.2761 -3.8953
H 2.0759 -0.4052 -3.8082
H 2.0066 2.5738 -2.6682
H 2.1678 -1.1246 6.9385
H 2.2714 1.1922 7.0420
H -2.1473 -0.1976 -2.9426
H -2.9450 -2.0770 -1.3314
H 1.8543 -1.7551 -2.2443
H -2.3042 1.3855 -2.1676
H 1.7601 0.3166 -0.7049
H 0.6399 -2.0339 6.8776
H 0.2973 1.1039 -0.1039
H -4.1316 -3.6681 -2.8068
H -1.0722 1.7253 1.9862
H -0.5420 -6.3603 -4.5877
H 0.5353 3.2844 -1.9844
H 2.9369 -4.4061 -3.0191
H 0.6825 -0.4243 7.6379
H 0.5507 -1.3207 -3.9746
H -2.8285 -5.3853 -4.0516
H -0.8635 6.2123 -1.9250
H 0.9225 6.1682 -0.2024
H -0.4937 -0.3016 3.6484
H -2.6891 2.6946 -0.2563
H -2.6336 4.5080 -1.9557
H 2.0820 4.3031 4.0994
*
```

---

5.
The following is a quantum chemistry calculation of 2 unconnected molecules or ions with the total composition CH4N2O3P at a distorted geometry, from the Open Molecules 2025 dataset.

The LUMO energy (alpha / beta) comes out at 4.0093 / 4.2071 eV. The orbital gap (alpha / beta) is 6.528 / 8.419 eV. For the energy relative to the best compared isomer or geometry (same formula, charge and spin), the calculation gives 4.644 eV.

```
! RIJCOSX wB97M-V def2-TZVPD def2/J DEFGRID3
* xyz -1 1
P 0.7012 -1.4806 -0.2970
O -0.4663 -0.6300 0.7344
O -0.1080 -1.9289 -1.4765
O 1.5050 -2.3671 0.5390
N 1.4543 1.5969 0.5338
N 1.8897 1.1381 -0.4862
C -1.4609 0.1633 0.1014
H -1.7523 -0.4382 -0.8986
H -1.1647 1.1972 -0.1641
H -2.2488 0.1522 0.7192
H 1.6509 2.5971 0.6949
*
```

---

6.
The following is a quantum chemistry calculation of a single C5H8O molecule at a distorted geometry, from the Open Molecules 2025 dataset.

The LUMO energy comes out at 0.9932 eV. As for the SMILES: CC1=COCC1. The orbital gap is 9.003 eV. For the energy relative to the best compared isomer or geometry (same formula, charge and spin), the calculation gives 1.922 eV.

```
! RIJCOSX wB97M-V def2-TZVPD def2/J DEFGRID3
* xyz 0 1
O 1.6694 -1.1185 -0.0945
C 0.3198 -1.2681 -0.0243
C -1.8980 -0.2431 -0.0138
C -0.5233 -0.2083 -0.1194
C 0.4389 1.0088 -0.0973
C 1.7997 0.2985 0.0820
H 0.4994 1.7324 -0.9617
H 2.4321 0.6306 -0.7885
H 2.2364 0.4993 1.0670
H -2.2286 0.6324 0.6925
H 0.1250 1.5271 0.7886
H -0.1717 -2.3190 -0.0475
H -2.3142 -1.1759 0.4662
H -2.3851 0.0038 -0.9491
*
```